{
  "formula": "C80H115N12O5S",
  "method": "the ωB97M-V functional and the def2-TZVPD basis",
  "lumo_energy_ev": -18.163,
  "charge": 9,
  "mol_weight_g_mol": 1356.9,
  "gap_ev": 1.582,
  "species": ["C", "C", "O", "H", "H", "H", "H", "H", "S", "O", "O", "O", "O", "C", "N", "C", "C", "C", "C", "C", "C", "C", "C", "N", "C", "C", "C", "H", "H", "H", "H", "H", "H", "H", "H", "H", "H", "H", "H", "H", "H", "C", "N", "C", "C", "C", "C", "C", "C", "C", "C", "N", "C", "C", "C", "H", "H", "H", "H", "H", "H", "H", "H", "H", "H", "H", "H", "H", "H", "C", "N", "C", "C", "C", "C", "C", "C", "C", "C", "N", "C", "C", "C", "H", "H", "H", "H", "H", "H", "H", "H", "H", "H", "H", "H", "H", "H", "C", "N", "C", "C", "C", "C", "C", "C", "C", "C", "N", "C", "C", "C", "H", "H", "H", "H", "H", "H", "H", "H", "H", "H", "H", "H", "H", "H", "C", "N", "C", "C", "C", "C", "C", "C", "C", "C", "N", "C", "C", "C", "H", "H", "H", "H", "H", "H", "H", "H", "H", "H", "H", "H", "H", "H", "C", "C", "C", "N", "C", "C", "C", "C", "C", "C", "H", "H", "H", "H", "H", "H", "H", "H", "H", "H", "H", "H", "H", "H", "H", "H", "H", "H", "H", "H", "C", "C", "C", "N", "C", "C", "C", "C", "C", "C", "H", "H", "H", "H", "H", "H", "H", "H", "H", "H", "H", "H", "H", "H", "H", "H", "H", "H", "H", "H"],
  "coordinates": [[0.06007, 1.51329, 4.20472], [0.13746, 2.68203, 5.10497], [-1.08421, 3.19803, 5.56849], [0.92545, 0.85205, 4.16016], [-0.25294, 1.87416, 3.22498], [-0.64696, 0.76562, 4.56415], [0.85766, 3.35397, 4.63816], [0.55180, 2.22583, 6.00404], [-0.53206, 1.11336, -0.52297], [-1.76209, 0.86831, 0.29947], [-0.10111, -0.17532, -1.10863], [-0.79717, 2.13862, -1.53310], [0.46600, 1.56999, 0.37311], [6.20477, 10.52200, -1.03845], [5.24510, 9.42373, -0.79939], [4.13178, 9.40242, -1.60220], [3.26645, 8.34607, -1.34097], [3.21054, 7.50283, -0.23381], [4.37243, 7.70015, 0.63080], [5.38633, 8.64572, 0.31042], [2.06447, 6.45102, 0.03964], [1.34198, 5.75706, -0.96632], [0.30384, 4.90284, -0.55136], [-0.07956, 4.77754, 0.78141], [0.65419, 5.39737, 1.75566], [1.76227, 6.19070, 1.35235], [-1.28319, 3.95774, 1.15224], [6.84732, 10.20514, -1.85993], [6.66093, 10.67739, -0.06077], [5.72865, 11.45060, -1.35329], [4.03671, 10.14161, -2.38384], [2.33478, 8.32601, -1.88686], [4.22583, 7.31204, 1.62793], [6.15912, 8.87629, 1.02878], [1.72626, 5.74581, -1.97558], [-0.28958, 4.39948, -1.30027], [0.30426, 5.27654, 2.77023], [2.37188, 6.62645, 2.13010], [-1.72287, 3.38786, 0.33370], [-1.91348, 4.73271, 1.58843], [-1.02453, 3.22003, 1.91182], [0.50237, -3.20105, -2.50257], [0.71690, -3.97176, -1.22638], [1.82978, -4.63534, -1.03122], [2.05129, -5.46848, 0.04149], [1.03928, -5.69538, 0.99631], [-0.17242, -4.92112, 0.75476], [-0.32661, -4.12254, -0.37288], [1.13232, -6.74606, 2.04218], [0.28329, -6.76973, 3.15807], [0.27375, -7.69865, 4.13796], [1.12785, -8.73544, 3.98501], [1.90088, -8.85565, 2.89586], [2.04075, -7.79481, 1.97537], [1.19343, -9.71046, 5.09243], [-0.36134, -2.56915, -2.29566], [0.29900, -3.95869, -3.25936], [1.40210, -2.63445, -2.74242], [2.52209, -4.51629, -1.85155], [2.97942, -6.02007, 0.06857], [-0.95894, -4.89126, 1.49429], [-1.16831, -3.46053, -0.51317], [-0.45720, -5.98370, 3.14310], [-0.23677, -7.67115, 5.08928], [2.59027, -9.68397, 2.96671], [2.92062, -7.79144, 1.34909], [1.23162, -9.10723, 5.99949], [2.24378, -9.99494, 5.15514], [0.40553, -10.46210, 5.04413], [-0.76974, -1.30843, 2.37389], [0.65553, -1.75860, 2.37402], [1.02894, -2.80948, 3.24282], [2.38241, -3.28038, 3.28642], [3.32464, -2.61283, 2.45243], [2.92592, -1.62319, 1.62437], [1.61431, -1.19953, 1.56007], [4.75709, -3.02485, 2.58266], [5.46569, -3.24668, 3.79591], [6.81002, -3.61863, 3.80804], [7.43955, -3.66178, 2.64041], [6.86015, -3.53866, 1.39734], [5.53394, -3.17083, 1.38251], [8.95135, -3.85864, 2.89694], [-0.83452, -0.26136, 2.07799], [-1.08096, -1.38966, 3.41535], [-1.33791, -1.89358, 1.65078], [0.20888, -3.23927, 3.79886], [2.55584, -4.18594, 3.84881], [3.73508, -1.17015, 1.07080], [1.23538, -0.35998, 0.99618], [4.93156, -3.35099, 4.72876], [7.32607, -3.80324, 4.73863], [7.47438, -3.55351, 0.50913], [5.13407, -2.96657, 0.40028], [9.51929, -3.50108, 2.03805], [9.27047, -4.83931, 3.24986], [9.26452, -3.07097, 3.58222], [-4.10053, 2.04405, -2.36711], [-4.87183, 0.97572, -1.78143], [-4.17126, -0.14569, -1.32030], [-4.75628, -1.20611, -0.66860], [-6.21141, -1.22872, -0.69836], [-6.89438, -0.15080, -1.29892], [-6.22584, 0.98408, -1.77690], [-7.00594, -2.35375, -0.02764], [-6.42209, -3.67254, 0.05639], [-7.09348, -4.64201, 0.84729], [-8.26171, -4.27522, 1.47290], [-8.70022, -2.97078, 1.50659], [-8.13063, -1.98412, 0.71431], [-9.09252, -5.28216, 2.11856], [-4.23879, 1.89021, -3.43730], [-3.05544, 1.96232, -2.06844], [-4.53092, 2.98864, -2.03450], [-3.09485, -0.16181, -1.40678], [-4.15673, -2.02048, -0.28947], [-7.97070, -0.23560, -1.32623], [-6.69774, 1.72755, -2.40217], [-5.51285, -3.88348, -0.48693], [-6.66693, -5.59314, 1.12977], [-9.54715, -2.79731, 2.15390], [-8.53332, -0.98247, 0.74471], [-8.42131, -5.84054, 2.77108], [-9.52612, -5.89616, 1.32919], [-9.89860, -4.77733, 2.65098], [6.64446, -4.29466, -6.71677], [6.14236, -3.23771, -5.86354], [5.03350, -3.47484, -5.23424], [4.51472, -2.63673, -4.21577], [5.26210, -1.52565, -3.83894], [6.53226, -1.33489, -4.41682], [6.87641, -2.17376, -5.51631], [4.73788, -0.61626, -2.78106], [3.38368, -0.40700, -2.55835], [2.93771, 0.57626, -1.66601], [3.84583, 1.49503, -1.26543], [5.19608, 1.20928, -1.22810], [5.57571, 0.09606, -1.90433], [3.23885, 2.70440, -0.63265], [6.74382, -5.19554, -6.11126], [7.54479, -3.94383, -7.22117], [5.90642, -4.59487, -7.46059], [4.32173, -4.11664, -5.73212], [3.55079, -2.96685, -3.85765], [7.25788, -0.59457, -4.11383], [7.85182, -2.12288, -5.97718], [2.80267, -0.93404, -3.30067], [1.88589, 0.82139, -1.66614], [5.82145, 1.85006, -0.62419], [6.64088, -0.07745, -1.94553], [2.29286, 2.97491, -1.10171], [3.95303, 3.52750, -0.65645], [3.22637, 2.45969, 0.42945], [-3.05415, 4.21920, -5.15999], [-1.84955, 3.38605, -4.68167], [-1.16690, 2.61290, -5.83858], [0.08850, 1.85834, -5.48402], [-0.30814, 0.49516, -4.78747], [-1.20847, -0.41920, -5.62402], [-0.27850, -0.70404, -6.86576], [0.33323, 0.51394, -7.53232], [0.93542, 1.63027, -6.70046], [0.88061, 2.69540, -4.42152], [-3.50506, 4.80334, -4.35776], [-3.93550, 3.70784, -5.54706], [-2.72830, 4.93350, -5.91609], [-2.11318, 2.60779, -3.96550], [-1.19463, 4.08857, -4.16626], [-0.67338, 3.34195, -6.48124], [-1.83307, 2.02531, -6.47030], [-0.69061, 0.60976, -3.77323], [0.63376, -0.01161, -4.57743], [-2.22570, -0.03288, -5.68794], [-1.36304, -1.30606, -5.00947], [-0.95975, -1.22850, -7.53580], [0.61680, -1.26392, -6.59547], [-0.37122, 0.84354, -8.29600], [1.15844, 0.18942, -8.16620], [1.09735, 2.61813, -7.13174], [1.90919, 1.39613, -6.27028], [1.17153, 3.69074, -4.75733], [1.83700, 2.28913, -4.09232], [0.29969, 2.70674, -3.49930], [-5.50403, 3.62158, 7.06281], [-4.63327, 2.98872, 5.97895], [-5.34576, 1.74258, 5.43927], [-4.54786, 1.09304, 4.24141], [-5.39781, 0.06508, 3.41863], [-6.41991, 0.79884, 2.57863], [-5.66275, 1.83375, 1.65853], [-4.88889, 2.86650, 2.45908], [-3.81828, 2.05097, 3.25667], [-3.35975, 0.25880, 4.80593], [-5.48610, 3.06501, 7.99983], [-6.49902, 3.92154, 6.73400], [-5.03787, 4.57970, 7.29261], [-3.66413, 2.74216, 6.41262], [-4.44692, 3.72012, 5.19255], [-6.36839, 1.91604, 5.10424], [-5.36671, 1.14838, 6.35282], [-5.92075, -0.61753, 4.08848], [-4.70564, -0.50934, 2.80297], [-7.17454, 1.20317, 3.25327], [-7.07812, 0.07172, 2.10307], [-6.30875, 2.35571, 0.95260], [-4.98146, 1.36160, 0.95070], [-5.66012, 3.34253, 3.06464], [-4.57638, 3.63663, 1.75385], [-3.21127, 2.74818, 3.83420], [-3.18487, 1.45160, 2.60272], [-3.86595, -0.46030, 5.44994], [-2.81160, 0.92309, 5.47403], [-2.74383, -0.12004, 3.99032]],
  "forces_ev_per_a": [[-1.1, -1.7, -1.1], [-1.6, 0.4, 2.4], [1.3, -0.7, -2.0], [0.9, 0.6, -0.3], [0.0, -0.5, -0.5], [-0.7, 0.3, 0.1], [0.2, 0.8, 0.3], [1.0, 0.3, 0.6], [-3.6, -1.4, 0.6], [-0.1, -0.1, -0.8], [0.4, -0.8, -1.1], [-0.1, 0.4, -1.4], [3.8, 1.3, 2.3], [0.4, 0.0, 0.3], [-1.2, 0.8, -0.2], [1.4, -2.3, 2.0], [-2.8, 0.2, -0.6], [2.8, -0.1, 0.6], [-1.9, 0.6, -0.9], [-2.5, -0.8, -0.3], [1.3, 1.1, -0.9], [0.1, -0.6, 1.8], [0.2, 1.1, 0.7], [1.4, 0.1, -1.3], [0.3, 0.1, -2.2], [-1.1, -0.6, 1.5], [0.3, 0.7, 0.7], [0.5, 0.1, 0.4], [0.6, 0.2, -0.5], [-0.4, -0.2, 0.2], [0.0, 0.0, 0.0], [0.1, 0.2, -0.8], [1.1, -0.3, 0.1], [0.3, 0.0, -0.3], [-0.5, 0.2, -0.3], [-0.1, -0.4, 0.4], [0.2, 0.0, 0.2], [-0.3, 0.1, 0.2], [0.3, 0.6, -0.2], [-0.6, -0.4, -0.1], [0.3, 0.3, 0.0], [-0.2, -0.8, 0.9], [-1.7, 0.8, -0.7], [1.3, -0.7, -0.2], [-0.3, -0.5, 0.3], [-1.2, 1.0, -0.9], [1.1, -0.2, -0.1], [0.9, -0.1, 1.6], [0.3, -0.4, 0.3], [-1.5, 1.8, -1.3], [1.2, -0.7, -0.1], [-0.8, -0.1, -0.3], [1.0, 1.2, 0.6], [0.0, -0.8, 0.7], [1.5, 0.7, 0.7], [0.3, 0.3, -0.4], [-0.1, 0.3, -0.2], [-0.3, 0.0, 0.2], [0.4, -0.2, 0.2], [0.1, 0.1, 0.0], [-0.2, -0.3, -0.2], [-0.1, -0.2, -0.1], [-0.1, 0.1, 0.7], [-0.4, 0.2, -0.2], [0.0, -0.2, -0.5], [-0.3, -0.4, -0.5], [-1.1, -0.1, 0.2], [-0.3, -1.2, -0.5], [0.4, 0.0, 0.0], [0.9, 0.3, 0.2], [1.7, -1.7, 0.7], [1.7, 0.8, -1.7], [-2.9, 1.5, -1.0], [0.5, -2.6, 2.8], [-0.1, 0.9, -0.9], [-1.3, 0.0, 1.1], [1.9, 0.0, -0.8], [-1.3, -1.0, -0.6], [-2.3, 0.9, -0.9], [2.9, -1.1, 0.0], [-0.1, 0.9, 2.3], [-0.2, 0.1, 0.5], [0.4, 1.5, -1.1], [0.2, 0.0, -0.2], [-0.3, -0.2, -0.3], [0.0, -0.1, 0.3], [0.1, 0.0, 0.2], [0.4, 0.2, 0.3], [-0.4, 0.5, -0.4], [0.1, 0.3, -0.4], [-0.1, 0.6, 0.2], [0.3, 0.0, -0.1], [0.2, -0.3, 0.2], [-0.4, -0.1, 0.0], [-0.2, -0.8, -0.5], [-0.5, 0.0, -0.2], [-0.5, -0.3, 0.6], [-0.1, 0.4, -0.6], [0.1, -3.0, 1.5], [-0.4, 0.9, 0.4], [-2.8, 0.7, -1.2], [0.9, -0.1, 0.3], [0.5, -0.3, 0.8], [0.8, -1.8, -0.5], [1.7, 0.1, -0.1], [-2.2, 0.6, 1.1], [-0.1, 2.4, -0.3], [0.9, 1.9, -0.6], [0.2, -1.3, -0.8], [0.4, -1.3, 0.3], [0.0, -0.4, 0.3], [0.3, 0.6, -0.2], [-0.1, 0.0, 0.0], [0.1, 0.0, -0.2], [0.1, 0.7, 0.0], [0.0, 0.1, 0.1], [-0.1, 0.4, -0.3], [-0.2, 0.5, 0.5], [-0.1, -0.2, 0.1], [-0.3, -0.3, -0.5], [-0.1, 0.0, -0.1], [0.0, 0.0, 0.0], [-0.5, -0.3, 0.1], [0.0, -0.2, 0.2], [0.2, -0.3, 0.1], [0.3, -0.8, -1.4], [1.1, 0.8, 0.5], [-3.8, 1.4, 1.2], [1.2, -1.1, -1.8], [0.3, 0.0, 0.9], [-0.7, -1.3, -1.8], [1.0, 0.5, 1.8], [0.0, 0.6, 1.4], [0.8, -0.5, -0.7], [1.0, 0.5, -2.7], [-0.8, -0.5, 1.2], [-2.5, 0.0, 0.0], [1.9, -0.1, -1.2], [1.6, 0.0, 0.8], [0.7, 0.2, 0.1], [0.0, -0.4, 0.1], [-0.1, 0.5, -0.2], [0.4, -0.9, 0.3], [0.0, 0.5, 0.3], [-0.2, 0.2, -0.1], [0.0, 0.3, -0.2], [-1.1, 0.1, 0.6], [-0.3, 0.0, 0.7], [0.2, 0.1, -0.3], [0.2, -0.2, 0.2], [0.1, -0.4, 0.4], [0.0, 0.0, -0.6], [-1.0, 0.1, 0.0], [-0.2, 0.1, 0.0], [-0.7, -0.9, -0.4], [1.0, 2.3, -0.4], [-0.2, -0.6, 3.3], [0.2, 0.3, 0.5], [2.5, 0.7, 0.5], [-1.5, 0.1, 0.6], [-0.1, 0.6, -2.0], [-0.2, -0.4, 1.3], [-0.4, -0.6, 0.0], [0.5, 0.1, 0.3], [0.4, -0.6, -0.3], [-0.1, 0.0, 0.0], [-0.2, 0.2, 0.4], [0.2, -0.2, -0.3], [-0.8, 0.4, -0.4], [0.1, -0.2, 0.3], [-0.2, 1.1, -0.1], [0.3, 0.0, -0.4], [0.2, 0.3, -1.0], [0.3, -0.3, -0.1], [0.9, -0.2, -0.6], [-0.6, -0.9, 0.5], [-0.1, 0.7, 0.2], [0.0, -0.3, 0.0], [-0.4, -0.2, -0.6], [0.1, -0.6, -0.2], [-0.7, 0.0, -0.5], [0.0, -1.0, -0.7], [-0.3, 0.2, -0.2], [0.6, 0.9, 0.1], [-0.6, 0.2, -0.5], [1.1, 0.9, -0.3], [1.5, -1.9, -0.4], [-0.1, 1.1, 0.6], [0.5, 0.5, -0.4], [-1.3, -0.4, -0.6], [-0.6, -1.5, 0.0], [-1.9, 1.9, 0.5], [-1.8, 1.1, 1.0], [-0.4, -0.1, -0.2], [-0.2, -0.5, 0.0], [0.1, 0.0, 0.2], [0.1, -0.1, -0.1], [-0.1, 0.1, 0.0], [0.2, 0.1, -0.1], [0.0, -1.2, -0.7], [0.4, 0.1, 0.4], [0.2, 0.1, 0.0], [0.3, 0.9, 0.0], [0.5, -0.2, -0.7], [-0.7, 0.1, 0.4], [0.3, -0.7, 0.3], [0.5, 0.2, 0.6], [0.8, -0.1, 0.3], [0.3, -0.5, 0.3], [-0.2, -0.1, 0.0], [0.4, -0.5, -0.3], [0.3, 0.1, -0.3], [-0.3, 0.0, 0.2]]
}